# 1
A structure of composition C3HO4, computed with ωB97M-V/def2-TZVPD.

Results
HOMO level	-2.62	eV
relative energy (zero: lowest compared OMol25 entry of this formula, charge and spin)	78.45	kcal per mole
charge	-1

Last column: natural (NBO) charge in e.
Geometry (Å):
C1 -1.41978 0.36531 0.33632  0.705
C2 2.22402 0.35060 -0.48522  0.026
C3 -0.54974 -0.73262 -0.38159  0.677
O1 -1.06840 0.16599 1.46570  -0.652
O2 -2.20725 1.07281 -0.21012  -0.666
O3 1.15416 -0.11081 -0.92744  -0.622
O4 -0.53748 -1.89696 -0.35097  -0.502
H1 2.40446 0.78566 0.55331  0.034

=====

# 2
A structure of composition C9H19NO5S3, computed with ωB97M-V/def2-TZVPD.

Results
HOMO level	-8.22	eV

Last column: natural (NBO) charge in e.
Geometry (Å):
C1 -2.07078 0.52200 0.99386  -0.319
C2 -2.52992 -0.26044 0.22079  0.254
O1 -3.19219 -1.16914 -0.49453  -0.656
S1 -2.09256 -2.49046 -0.63204  1.761
O2 -2.46402 -3.30685 -1.74996  -0.889
O3 -0.66464 -1.76714 -1.06133  -0.609
N1 0.38339 -2.51576 -0.43170  -0.274
C3 1.30580 -1.62768 -0.14068  0.416
C4 1.67092 -1.33443 1.29626  -0.698
C5 1.95003 -0.88038 -1.31611  -0.704
H1 -1.66200 1.08335 1.80371  0.243
H2 2.63189 -1.78957 1.58966  0.229
H3 1.73282 -0.26174 1.49909  0.272
H4 0.84913 -1.71873 1.90495  0.254
H5 1.60428 -1.30758 -2.25998  0.233
H6 3.03648 -0.97511 -1.19817  0.230
H7 1.61233 0.16837 -1.26645  0.248
C6 -3.15690 -0.14968 -3.91132  -0.835
S2 -1.38227 -0.14345 -3.61640  1.263
O4 -1.07549 1.03722 -2.76421  -0.988
C7 -0.92221 0.28570 -5.30490  -0.831
H8 -3.65839 -0.35537 -2.96741  0.249
H9 -3.47282 0.82395 -4.28835  0.226
H10 -3.40205 -0.93180 -4.63023  0.229
H11 -1.38451 1.23255 -5.58656  0.227
H12 -1.24309 -0.50728 -5.98097  0.226
H13 0.16120 0.38260 -5.34802  0.235
C8 2.17766 1.03372 5.59680  -0.831
S3 0.78904 1.37776 4.50757  1.256
O5 0.78264 0.32298 3.45272  -0.997
C9 1.48632 2.86340 3.77068  -0.831
H14 1.96970 0.11004 6.13350  0.244
H15 3.08872 0.91668 5.00927  0.231
H16 2.28996 1.85030 6.31021  0.230
H17 2.44155 2.62977 3.29956  0.230
H18 1.62039 3.62215 4.54179  0.231
H19 0.78956 3.23003 3.01887  0.244

=====

# 3
A cluster of 6 separate species, C24H59NO6 in total, computed with ωB97M-V/def2-TZVPD.

Results
HOMO level (alpha / beta)	-12.02 / -12.02	eV
relative energy (zero: lowest compared OMol25 entry of this formula, charge and spin)	24.54	kcal per mole
charge	+1
2S+1	2

Last column: Mulliken spin population.
Geometry (Å):
C1 -21.29922 -21.74957 24.77114  0.103
C2 -22.24168 -22.84435 25.33248  0.012
C3 -21.87226 -23.08288 26.79776  0.024
C4 -22.32800 -21.98827 27.77486  -0.011
C5 -23.82069 -21.60786 27.64862  0.043
C6 -24.13302 -21.30815 26.09825  -0.021
N1 -23.64620 -22.45048 25.25251  0.653
O1 -24.22589 -22.47242 23.94056  0.079
C7 -25.63572 -21.22347 26.02946  0.004
C8 -23.51799 -19.93126 25.65153  0.092
C9 -21.90853 -24.12970 24.61440  0.048
H1 -21.81370 -21.12129 24.04404  -0.003
H2 -20.32317 -22.01230 24.36319  0.004
H3 -21.06156 -21.03801 25.56190  -0.005
H4 -22.41527 -23.99436 27.04764  -0.013
H5 -20.79929 -23.23940 26.90881  -0.002
H6 -21.69387 -21.12374 27.57849  0.001
H7 -22.11982 -22.44005 28.74473  0.002
H8 -24.05521 -20.77630 28.31315  -0.002
H9 -24.39891 -22.48799 27.92992  -0.017
H10 -26.17008 -20.66690 26.79938  -0.001
H11 -25.94131 -20.65668 25.14999  0.000
H12 -26.14380 -22.17683 25.88436  0.000
H13 -23.36160 -19.86969 24.57457  -0.001
H14 -24.26852 -19.18390 25.90892  0.001
H15 -22.63173 -19.52315 26.13741  -0.002
H16 -22.18903 -24.97645 25.24085  -0.001
H17 -20.84998 -24.29164 24.41107  0.000
H18 -22.37097 -24.11995 23.62741  -0.002
H19 -24.55315 -23.36695 24.06023  0.008
C10 -21.95922 -26.06820 21.34261  0.000
C11 -22.77078 -27.21665 21.91810  0.000
C12 -21.89313 -28.40830 22.25546  0.000
O2 -23.40172 -26.80074 23.11884  0.001
H20 -22.59327 -25.52509 20.64182  0.000
H21 -21.11425 -26.44019 20.76318  0.000
H22 -21.54520 -25.34016 22.04021  0.000
H23 -23.61772 -27.54332 21.31470  0.000
H24 -21.45041 -28.51644 21.26530  0.000
H25 -22.52187 -29.25649 22.52631  0.000
H26 -21.17665 -28.12106 23.02504  0.000
H27 -22.70893 -26.44505 23.68020  0.000
C13 -25.68857 -23.44483 31.05659  0.000
C14 -24.33858 -24.16749 31.45073  0.000
C15 -24.05915 -25.47083 30.61746  0.000
O3 -23.37080 -23.24010 31.05144  0.000
H28 -26.62207 -24.00756 31.05300  0.000
H29 -25.81950 -22.94439 30.09716  0.000
H30 -25.87463 -22.58135 31.69524  0.000
H31 -24.30368 -24.23400 32.53814  0.000
H32 -23.06888 -25.77937 30.95254  0.000
H33 -24.06676 -25.33704 29.53573  0.000
H34 -24.71551 -26.33679 30.70351  0.000
H35 -23.86639 -22.42294 30.96067  0.000
C16 -28.76019 -20.67225 28.62277  0.000
C17 -28.97890 -21.77486 27.61255  0.001
C18 -29.15851 -23.18236 28.12388  0.000
O4 -30.04111 -21.46516 26.75449  0.000
H36 -27.99312 -20.89581 29.36420  0.000
H37 -29.70305 -20.61475 29.16665  0.000
H38 -28.44015 -19.71709 28.20643  0.000
H39 -28.12430 -21.93468 26.95510  0.000
H40 -29.39704 -23.88266 27.32339  0.000
H41 -29.90678 -23.24176 28.91423  0.000
H42 -28.23562 -23.53912 28.58116  0.000
H43 -30.11160 -20.57106 26.41213  0.000
C19 -24.29735 -26.92790 27.10434  0.000
C20 -25.75630 -26.45178 26.92270  0.002
C21 -25.74903 -24.98708 26.45592  -0.005
O5 -26.36547 -27.33553 26.07828  0.001
H44 -23.75986 -26.22534 27.74122  0.000
H45 -23.70173 -26.84556 26.19519  0.000
H46 -24.25896 -27.94091 27.50491  0.000
H47 -26.27697 -26.51001 27.87853  0.001
H48 -25.05045 -24.35829 27.00792  0.005
H49 -26.74402 -24.54246 26.47606  0.003
H50 -25.23066 -24.88760 25.50224  -0.003
H51 -25.79078 -27.76626 25.44125  0.000
C22 -26.98101 -26.61139 22.87376  0.000
C23 -26.57170 -26.43581 21.44049  0.000
C24 -27.60120 -25.74993 20.61620  0.000
O6 -25.55887 -25.53881 21.48560  0.000
H52 -28.02973 -26.88850 22.98103  0.000
H53 -26.87950 -25.67203 23.41725  0.000
H54 -26.32810 -27.33272 23.36519  0.000
H55 -26.39679 -27.43071 21.03100  0.000
H56 -27.30930 -25.49594 19.59719  0.000
H57 -27.99980 -24.85532 21.09463  0.000
H58 -28.38939 -26.49795 20.53063  0.000
H59 -25.00389 -25.92871 22.16499  0.000

=====

# 4
A cluster of 2 separate species, C8H26NO7P2Si2 in total, computed with ωB97M-V/def2-TZVPD.

Results
HOMO level	-3.81	eV
charge	-1

Last column: natural (NBO) charge in e.
Geometry (Å):
C1 1.30528 -0.86361 -2.28564  -0.261
O1 1.30948 -2.16212 -1.71276  -0.545
C2 0.05777 -2.75375 -1.73744  0.246
O2 0.04458 -3.80183 -0.78413  -0.806
P1 0.88274 -5.12825 -0.89088  2.570
O3 0.11537 -6.30704 -0.51060  -1.097
O4 2.18132 -4.89378 0.00237  -0.998
O5 1.48238 -5.17234 -2.35885  -1.105
P2 3.10657 -5.31300 -2.77080  1.555
O6 3.55007 -3.77248 -2.89055  -0.972
O7 2.83435 -5.53021 -4.35688  -0.991
H1 0.76114 -0.85109 -3.23381  0.165
H2 0.87208 -0.13820 -1.59333  0.203
H3 2.34139 -0.60208 -2.48246  0.192
H4 -0.71463 -2.04393 -1.43261  0.179
H5 -0.19060 -3.16899 -2.72125  0.147
H6 1.98955 -5.24348 0.88413  0.516
H7 4.35598 -3.64130 -2.37668  0.504
H8 2.46345 -6.40576 -4.52288  0.496
C3 -1.00475 -0.69727 1.96984  -1.113
Si1 -0.75685 1.17897 2.07122  1.833
C4 1.13381 1.42469 2.09136  -1.129
C5 -1.35166 1.68004 3.80932  -1.130
N1 -1.54340 1.91121 0.80573  -1.747
Si2 -1.63621 3.52151 0.41611  1.834
C6 0.03072 4.36018 0.02621  -1.129
C7 -2.45641 4.62898 1.73126  -1.130
C8 -2.68259 3.75287 -1.15066  -1.115
H9 -0.48539 -1.23660 2.77055  0.202
H10 -2.06479 -0.95699 2.02117  0.221
H11 -0.61448 -1.06898 1.01764  0.210
H12 1.62835 0.74611 2.79646  0.206
H13 1.40068 2.44589 2.37797  0.215
H14 1.54297 1.23516 1.09558  0.216
H15 -2.44276 1.64141 3.85169  0.222
H16 -1.03781 2.69701 4.06129  0.215
H17 -0.95681 1.01293 4.58455  0.206
H18 0.62944 4.49682 0.93127  0.215
H19 -0.10425 5.34741 -0.43116  0.205
H20 0.60329 3.74015 -0.66831  0.218
H21 -3.39181 4.17454 2.06662  0.221
H22 -2.68469 5.62754 1.34023  0.205
H23 -1.81013 4.75867 2.60404  0.215
H24 -3.68937 3.35975 -0.98904  0.219
H25 -2.23403 3.20541 -1.98368  0.216
H26 -2.76935 4.80584 -1.44221  0.201

=====

In the order shown, the computed max |F| values come out to 3.17 3.80 3.52 0.53 eV/Å.